The following is a quantum chemistry calculation of a 2-piece molecular cluster, C4H12NO2 overall in a non-equilibrium geometry, from the Open Molecules 2025 dataset.

Properties
maximum force	1.77	eV/A
LUMO	3.91	eV
energy relative to the best compared isomer or geometry (same formula, charge and spin)	75.5	kJ/mol
E_HOMO	-2.652	eV
gap between HOMO and LUMO	6.6	eV
total charge	-1

Last column: natural (NBO) charge in e.
Geometry (Å):
C1 0.445 -1.657 0.778  -0.6210
C2 0.213 -0.190 1.125  -0.0350
C3 1.610 0.300 1.629  -0.6307
N1 -0.202 0.602 -0.031  -0.7060
C4 0.513 0.388 -1.337  0.1558
O1 0.366 1.486 -2.061  -0.9297
H1 1.283 -1.774 0.088  0.2040
H2 0.728 -2.221 1.670  0.1853
H3 -0.439 -2.125 0.339  0.2137
H4 -0.516 -0.149 1.938  0.1700
H5 2.263 0.233 0.767  0.2143
H6 1.508 1.342 1.942  0.1912
H7 1.941 -0.331 2.457  0.1808
H8 -0.143 1.578 0.235  0.3619
H9 1.604 0.110 -1.249  0.0461
H10 0.104 -0.600 -1.708  0.0371
H11 -2.159 -1.004 -1.036  0.4587
H12 -2.069 0.120 -0.169  0.5010
O2 -2.707 -0.625 -0.334  -0.9975